(A)
{"formula": "C6H16N", "method": "ωB97M-V with the def2-TZVPD basis set", "spin_multiplicity": 2, "gap_ev": [9.151, 10.057], "homo_energy_ev": [-8.080, -9.911], "charge": 0, "lumo_energy_ev": [1.071, 0.145], "elements": ["C", "C", "C", "C", "C", "C", "N", "H", "H", "H", "H", "H", "H", "H", "H", "H", "H", "H", "H", "H", "H", "H", "H"], "xyz": [[-2.6378, -0.6765, 0.8342], [-1.3647, 0.2132, 0.9140], [-0.3680, 0.0208, -0.2851], [-1.0945, 0.0251, -1.6732], [0.7740, 0.9724, -0.1175], [1.9662, 0.9003, -1.0917], [2.3113, -1.1833, 1.2286], [-2.5462, -1.2502, -0.0707], [-3.5578, -0.3033, 1.2802], [-2.3888, -1.5023, 1.5252], [-1.5689, 1.2844, 0.8637], [0.0119, -1.0207, -0.2751], [-1.6755, -0.8853, -1.7395], [-0.2900, 0.1427, -2.4026], [-1.6879, 0.9332, -1.8330], [1.8273, -0.3447, 0.8712], [0.4496, 1.9464, 0.2435], [2.4626, -0.0559, -0.9374], [2.6958, 1.5997, -0.6738], [1.8055, 1.2400, -2.1174], [-0.7457, -0.0449, 1.7696], [2.1113, -1.4042, 2.1927], [3.2895, -0.9036, 1.2098]], "mulliken_spin": [0.002, 0.026, -0.002, 0.089, 0.815, -0.010, 0.033, 0.000, 0.000, 0.000, -0.008, 0.012, -0.001, -0.002, -0.004, -0.009, 0.035, 0.002, 0.003, 0.038, -0.001, -0.010, -0.006]}


(B)
{"formula": "C6H16N", "method": "ωB97M-V with the def2-TZVPD basis set", "spin_multiplicity": 2, "gap_ev": [6.185, 11.492], "homo_energy_ev": [-5.117, -10.466], "charge": 0, "lumo_energy_ev": [1.068, 1.026], "elements": ["C", "C", "C", "N", "H", "H", "H", "H", "H", "H", "H", "H", "C", "C", "C", "H", "H", "H", "H", "H", "H", "H", "H"], "xyz": [[-0.7740, -1.6354, -2.4156], [-1.3480, -1.4117, -1.0296], [-0.1115, -2.2893, 0.8859], [-0.2757, -1.4054, -0.0292], [-0.0533, -0.8295, -2.6537], [-0.2972, -2.5750, -2.5059], [-1.5843, -1.5905, -3.1314], [-1.8637, -0.4544, -0.9292], [-2.0372, -2.2297, -0.7408], [0.7412, -2.1925, 1.5309], [-0.8476, -3.0937, 0.9654], [0.3823, -0.5917, -0.0330], [0.0806, 2.2055, -0.1542], [0.4093, 2.1647, 1.3481], [1.5791, 1.2369, 1.6788], [0.9653, 2.4790, -0.7256], [-0.7176, 2.9351, -0.3732], [-0.2460, 1.2457, -0.5674], [-0.4537, 1.8820, 1.9404], [0.6626, 3.1666, 1.6509], [1.9100, 1.3613, 2.7358], [1.3730, 0.1704, 1.5251], [2.5062, 1.4514, 1.0275]], "mulliken_spin": [0.002, -0.037, 0.682, 0.311, 0.006, 0.015, -0.010, -0.001, 0.023, 0.015, 0.033, -0.033, -0.005, -0.004, -0.006, 0.000, -0.001, 0.005, 0.003, -0.001, -0.001, 0.004, -0.001]}


Referenced to the most stable arrangement, the calculated values in eV are (A) 0.356; (B) 0.000.


(A)
{"formula": "C24H72O24", "method": "ωB97M-V with the def2-TZVPD basis set", "spin_multiplicity": 1, "gap_ev": 9.357, "homo_energy_ev": -9.355, "charge": 0, "lumo_energy_ev": 0.002, "elements": ["C", "C", "O", "O", "H", "H", "H", "H", "H", "H", "C", "C", "O", "O", "H", "H", "H", "H", "H", "H", "C", "C", "O", "O", "H", "H", "H", "H", "H", "H", "C", "C", "O", "O", "H", "H", "H", "H", "H", "H", "C", "C", "O", "O", "H", "H", "H", "H", "H", "H", "C", "C", "O", "O", "H", "H", "H", "H", "H", "H", "C", "C", "O", "O", "H", "H", "H", "H", "H", "H", "C", "C", "O", "O", "H", "H", "H", "H", "H", "H", "C", "C", "O", "O", "H", "H", "H", "H", "H", "H", "C", "C", "O", "O", "H", "H", "H", "H", "H", "H", "C", "C", "O", "O", "H", "H", "H", "H", "H", "H", "C", "C", "O", "O", "H", "H", "H", "H", "H", "H"], "xyz": [[-2.4756, 0.9309, 4.1109], [-1.4995, 1.3856, 5.2172], [-0.2394, 1.5856, 4.6151], [-2.5679, 1.8674, 3.0244], [-3.4429, 0.7209, 4.5674], [-2.1802, -0.0377, 3.7075], [-1.2703, 0.6109, 5.9490], [-1.8100, 2.3224, 5.6798], [-0.3331, 1.9418, 3.7286], [-3.2625, 2.4978, 3.2282], [-1.3661, -4.2628, 3.4675], [-0.2030, -3.7024, 2.5454], [-0.8108, -3.4303, 1.2329], [-2.3652, -3.3091, 3.7107], [-1.0393, -4.5839, 4.4566], [-1.8476, -5.1384, 3.0321], [0.6121, -4.3919, 2.3261], [0.2509, -2.7825, 2.9140], [-0.0941, -3.0967, 0.6882], [-2.5719, -2.8485, 2.8941], [-5.2269, 3.3624, 0.0209], [-6.2215, 2.8444, -1.1161], [-7.1064, 1.9289, -0.6222], [-4.3708, 2.3679, 0.4185], [-5.7738, 3.8364, 0.8360], [-4.6386, 4.1982, -0.3578], [-5.7436, 2.3340, -1.9523], [-6.8138, 3.6665, -1.5178], [-7.5251, 1.4861, -1.3640], [-3.8832, 2.0148, -0.3292], [2.2702, -3.3641, -0.7537], [3.3510, -4.5500, -0.9088], [2.7749, -5.7241, -0.4330], [2.2123, -3.0194, 0.6433], [1.2868, -3.6201, -1.1481], [2.5607, -2.4651, -1.2973], [4.3352, -4.3693, -0.4764], [3.4811, -4.6753, -1.9837], [3.4169, -6.3772, -0.1452], [3.0791, -3.2135, 1.0074], [3.7177, 4.9627, -2.1909], [3.5579, 3.7737, -1.2561], [2.9637, 2.6282, -1.9475], [4.5271, 5.9533, -1.5488], [2.7573, 5.3609, -2.5181], [4.1267, 4.6674, -3.1571], [2.9757, 4.0832, -0.3882], [4.4436, 3.3901, -0.7496], [2.0386, 2.7183, -1.7074], [4.6696, 6.7160, -2.1140], [0.3223, 0.0617, -0.4005], [-0.2170, 0.7067, 0.9129], [-1.2938, 1.5655, 0.6120], [-0.6345, -0.8446, -1.0575], [1.2314, -0.5268, -0.2770], [0.5690, 0.8779, -1.0796], [0.5428, 1.3071, 1.4132], [-0.4982, -0.0244, 1.6709], [-1.8773, 1.6572, 1.3688], [-0.2791, -1.0676, -1.9210], [-2.8420, -3.8856, -3.8344], [-2.9922, -2.3974, -4.1601], [-1.7171, -1.7551, -4.4521], [-2.7198, -4.5480, -5.0713], [-3.7857, -4.1884, -3.3808], [-2.0407, -4.1313, -3.1374], [-3.2493, -1.8637, -3.2452], [-3.7877, -2.2044, -4.8800], [-1.8825, -0.8563, -4.7458], [-1.7784, -4.7008, -5.1813], [3.1086, 2.7943, 2.9713], [4.3291, 3.6210, 2.7775], [5.3305, 3.0162, 1.9253], [3.3797, 1.7628, 3.8648], [2.7726, 2.2853, 2.0679], [2.2739, 3.3833, 3.3513], [4.8185, 3.7446, 3.7436], [4.0817, 4.6467, 2.5040], [5.4208, 2.1237, 2.2670], [3.1866, 0.9278, 3.4324], [1.0451, -4.9858, -4.9148], [1.4671, -3.5783, -4.5684], [0.6064, -3.1402, -3.5361], [-0.1982, -5.1395, -5.4620], [1.1506, -5.6553, -4.0612], [1.6772, -5.3248, -5.7356], [1.2490, -2.9176, -5.4075], [2.4996, -3.4445, -4.2456], [-0.2257, -2.8607, -3.9247], [-0.2717, -5.8492, -6.1043], [-0.1949, 4.5922, -0.8616], [-1.2373, 4.8757, 0.2098], [-1.6308, 6.2239, 0.3335], [0.2928, 3.2147, -0.9529], [0.6518, 5.2404, -0.6356], [-0.5000, 4.8761, -1.8688], [-0.7651, 4.5005, 1.1177], [-2.1516, 4.3171, 0.0097], [-0.9228, 6.5855, 0.8717], [-0.2316, 2.6183, -0.4136], [-4.1884, -0.9469, -0.4924], [-4.0605, -1.1184, 0.9971], [-4.9226, -0.2516, 1.6826], [-3.3672, 0.0550, -1.0664], [-5.2634, -0.8188, -0.6188], [-3.8736, -1.8667, -0.9854], [-3.0313, -1.1796, 1.3509], [-4.4117, -2.1258, 1.2207], [-4.6886, 0.6223, 1.3614], [-2.4786, -0.1003, -0.7380], [5.7142, -0.6196, 1.6305], [4.1914, -0.3553, 1.1761], [3.2842, -0.5880, 2.2065], [6.1900, 0.5090, 2.3352], [6.3707, -0.9412, 0.8220], [5.7356, -1.4157, 2.3748], [3.9697, -1.0627, 0.3771], [3.9410, 0.6483, 0.8323], [3.3889, -1.5011, 2.4837], [6.6921, 0.2267, 3.1032]], "mulliken_charge": [-0.387, -0.374, -0.472, -0.329, 0.494, 0.080, 0.362, 0.229, 0.227, 0.171, -0.625, -0.039, -0.397, -0.558, 0.367, 0.281, 0.310, 0.149, 0.062, 0.299, -0.636, -0.439, -0.536, -0.069, 0.441, 0.275, 0.309, 0.392, 0.322, 0.034, -0.129, -0.651, -0.550, -0.293, 0.188, 0.254, 0.449, 0.297, 0.311, 0.225, -0.506, 0.034, -0.588, -0.527, 0.207, 0.328, -0.102, 0.514, 0.407, 0.287, 0.144, -0.310, 0.708, -0.132, -0.244, 0.363, 0.004, 0.315, -0.296, 0.030, -0.694, 0.538, -0.606, -0.653, 0.371, 0.341, -0.403, 0.401, 0.268, 0.515, 0.251, -0.818, -0.555, -0.613, -0.197, 0.354, 0.401, 0.420, 0.338, 0.450, -0.399, -0.511, -0.169, -0.506, 0.249, 0.366, 0.328, 0.367, 0.007, 0.258, -0.399, -0.254, -0.591, -0.477, 0.273, 0.286, 0.296, 0.009, 0.379, 0.128, -0.582, 0.302, -0.620, -0.711, 0.427, 0.149, -0.463, 0.564, 0.429, 0.141, -0.610, 0.430, -0.434, -0.512, 0.331, 0.340, -0.138, 0.027, 0.235, 0.268]}


(B)
{"formula": "C24H72O24", "method": "ωB97M-V with the def2-TZVPD basis set", "spin_multiplicity": 1, "gap_ev": 9.640, "homo_energy_ev": -9.460, "charge": 0, "lumo_energy_ev": 0.180, "elements": ["C", "C", "O", "O", "H", "H", "H", "H", "H", "H", "C", "C", "O", "O", "H", "H", "H", "H", "H", "H", "C", "C", "O", "O", "H", "H", "H", "H", "H", "H", "C", "C", "O", "O", "H", "H", "H", "H", "H", "H", "C", "C", "O", "O", "H", "H", "H", "H", "H", "H", "C", "C", "O", "O", "H", "H", "H", "H", "H", "H", "C", "C", "O", "O", "H", "H", "H", "H", "H", "H", "C", "C", "O", "O", "H", "H", "H", "H", "H", "H", "C", "C", "O", "O", "H", "H", "H", "H", "H", "H", "C", "C", "O", "O", "H", "H", "H", "H", "H", "H", "C", "C", "O", "O", "H", "H", "H", "H", "H", "H", "C", "C", "O", "O", "H", "H", "H", "H", "H", "H"], "xyz": [[16.6410, 9.3788, 8.5482], [15.6141, 9.2073, 9.6641], [14.7719, 8.0263, 9.4011], [16.0639, 9.8580, 7.3510], [17.1612, 8.4301, 8.3663], [17.3279, 10.1229, 8.9709], [14.9970, 10.0946, 9.7230], [16.1742, 9.1092, 10.6399], [15.1330, 7.2920, 9.9407], [15.4160, 9.2091, 7.0454], [9.9429, 11.6165, 12.1008], [8.4649, 11.6070, 11.6525], [8.2963, 12.0061, 10.3338], [10.1324, 10.9883, 13.3561], [10.1908, 12.6853, 12.1645], [10.5293, 11.1760, 11.3035], [7.8116, 12.1409, 12.3518], [8.1532, 10.5796, 11.7049], [7.9795, 12.9137, 10.3490], [10.0670, 9.9927, 13.3607], [10.2686, 13.5566, 15.5534], [10.6807, 14.8917, 14.9297], [10.8483, 14.7919, 13.5622], [11.4483, 12.7318, 15.6020], [9.4617, 13.0681, 15.0333], [10.0106, 13.8287, 16.6027], [11.6564, 15.2820, 15.5051], [9.8085, 15.5620, 15.1177], [11.7620, 14.7641, 13.3268], [11.3123, 12.1916, 14.8310], [11.3010, 7.4851, 13.2009], [11.7721, 7.7933, 11.7980], [10.8778, 7.1806, 10.8540], [9.9367, 7.7073, 13.4537], [11.8581, 8.0838, 13.8711], [11.4504, 6.4178, 13.4095], [12.7370, 7.3320, 11.6360], [11.8362, 8.9062, 11.5926], [10.8399, 7.7999, 10.1175], [9.5524, 7.1750, 12.7037], [13.5632, 12.5021, 11.7514], [14.1069, 13.7499, 12.3853], [13.0857, 14.7438, 12.4321], [13.0934, 12.8993, 10.4302], [12.7880, 11.9980, 12.3366], [14.4459, 11.7863, 11.6158], [14.9529, 13.9695, 11.7321], [14.4580, 13.6418, 13.4347], [12.6558, 14.8442, 11.5610], [12.2263, 12.5146, 10.1903], [13.9192, 14.5204, 6.7523], [14.0028, 15.3965, 7.9631], [14.5902, 14.7218, 9.0377], [13.2654, 13.2358, 6.8724], [14.8563, 14.2267, 6.3125], [13.3928, 15.0766, 5.9042], [13.0043, 15.8403, 8.3014], [14.5630, 16.2261, 7.6399], [13.9443, 13.9704, 9.3126], [12.5221, 13.3571, 7.4762], [18.2635, 12.1341, 7.7618], [16.8349, 12.6055, 7.7722], [16.9850, 13.9824, 8.1881], [18.9026, 12.3782, 8.9712], [18.8844, 12.6322, 6.9709], [18.3724, 11.0782, 7.4918], [16.3424, 12.0109, 8.5353], [16.3151, 12.5005, 6.8346], [16.1306, 14.2370, 8.5444], [18.8657, 13.3322, 9.2476], [14.8417, 16.3246, 15.3765], [15.0169, 17.7672, 15.0617], [16.4406, 18.0873, 14.9069], [15.5049, 15.5437, 14.3814], [13.7402, 16.1695, 15.4138], [15.1882, 16.0271, 16.3651], [14.5628, 18.3317, 15.9181], [14.4777, 18.0243, 14.1954], [16.5826, 18.3132, 13.9985], [16.4560, 15.7903, 14.4182], [10.5328, 10.6289, 8.2204], [11.7504, 9.7426, 8.0076], [12.3053, 9.4082, 9.2646], [10.7701, 11.7680, 8.9560], [9.7969, 10.0205, 8.7403], [10.1932, 10.9319, 7.1962], [12.5159, 10.3342, 7.4223], [11.4467, 8.8481, 7.4540], [13.1581, 8.9440, 9.2442], [9.9350, 12.1230, 9.3072], [16.9498, 6.8654, 13.0963], [17.7055, 8.1798, 13.2567], [17.6058, 8.9775, 12.1037], [17.2915, 6.1882, 11.8553], [15.8762, 7.1739, 12.9331], [17.0663, 6.2362, 13.9582], [18.7810, 7.9252, 13.3701], [17.2467, 8.6430, 14.1599], [18.0541, 9.8335, 12.2119], [18.2175, 6.3710, 11.7497], [17.8820, 14.0563, 11.8496], [18.3699, 12.7475, 12.3751], [18.0386, 11.5808, 11.6124], [18.3990, 14.4421, 10.6293], [18.2196, 14.7374, 12.6228], [16.7545, 13.9282, 11.8539], [17.9367, 12.6915, 13.3628], [19.4775, 12.8138, 12.3554], [18.4607, 11.6094, 10.7024], [17.6441, 14.6735, 10.0605], [14.5218, 10.8894, 14.9573], [14.7901, 10.6440, 16.4423], [14.0047, 9.6704, 17.0494], [14.8347, 9.6865, 14.1961], [14.9627, 11.7841, 14.4876], [13.4476, 11.0526, 14.8223], [14.7426, 11.6074, 17.0231], [15.8076, 10.3576, 16.5121], [13.0828, 10.0207, 17.1891], [14.3377, 9.0011, 14.7152]], "mulliken_charge": [-0.528, 2.184, -0.736, -0.491, 0.406, 0.015, -0.711, -0.627, 0.339, 0.329, 1.350, -0.905, -0.570, -0.514, 0.129, -0.755, 0.370, 0.375, 0.323, 0.260, -0.413, 0.006, -0.458, -0.456, 0.225, 0.388, -0.164, 0.365, 0.380, 0.094, -0.857, 1.017, -0.693, -0.555, 0.224, 0.424, 0.052, -0.356, 0.310, 0.349, 0.584, 0.105, -0.616, 0.002, -0.081, -0.198, -0.580, 0.155, 0.335, -0.198, -0.370, -0.656, -0.483, -0.387, 0.294, 0.346, 0.267, 0.443, 0.404, 0.198, -0.857, 0.736, -0.690, -0.629, 0.324, 0.455, -0.505, 0.268, 0.521, 0.437, 0.053, -0.542, -0.564, -0.239, -0.070, 0.311, 0.313, 0.321, 0.311, 0.235, -0.542, -0.428, -0.167, -0.397, 0.344, 0.306, 0.234, 0.366, 0.127, 0.161, -0.150, -0.276, -0.284, -0.538, -0.107, 0.375, 0.410, 0.132, 0.219, 0.314, 0.914, -0.983, -0.397, -0.688, 0.264, -0.496, 0.386, 0.370, 0.283, 0.381, 0.894, -0.909, -0.563, -0.251, -0.302, -0.238, 0.321, 0.421, 0.355, 0.257]}


Referenced to the most stable arrangement, the calculated values in eV are (A) 1.487; (B) 0.000.